# 1
Computed, not measured: a structure of composition C8H10 at a distorted geometry, with wB97M-V/def2-TZVPD.

Properties
Kohn-Sham gap: 9.896 eV
energy relative to the best compared isomer or geometry (same formula, charge and spin): 70.4 kcal per mole
lowest unoccupied orbital energy: 0.938 eV

```
! wB97M-V def2-TZVPD RIJCOSX def2/J DEFGRID3
* xyz 0 1
C -0.70953 -0.02163 2.52969
C -0.56482 0.90807 1.36052
C -0.06417 0.39020 0.02902
C -0.76906 -0.68232 -0.58858
C -0.26167 -1.24312 -1.73532
C 0.89394 -0.79867 -2.31085
C 1.60325 0.26517 -1.67566
C 1.12461 0.83410 -0.53221
H 0.23562 -0.68315 2.58690
H -1.61402 -1.03478 2.31371
H -1.27233 0.62879 3.38761
H -0.05219 1.72333 1.52549
H -1.57750 1.61718 1.25055
H -1.67948 -0.87135 -0.02499
H -0.77337 -2.17653 -2.36747
H 1.28670 -1.15533 -3.40805
H 2.49818 0.60898 -2.24868
H 1.69583 1.69105 -0.09169
*
```



# 2
Computed, not measured: the molecule C3H3NO3, with wB97M-V/def2-TZVPD.

Properties
Kohn-Sham gap: 9.575 eV
SMILES: [H]/N=C(\C=O)OC=O
energy relative to the best compared isomer or geometry (same formula, charge and spin): 61.6 kcal per mole
lowest unoccupied orbital energy: -0.417 eV

```
! wB97M-V def2-TZVPD RIJCOSX def2/J DEFGRID3
* xyz 0 1
H -0.46158 0.53644 -2.14591
N -0.34702 0.46777 -1.15977
C -0.08153 0.62504 0.03302
C -0.06011 1.96587 0.74371
O -0.01960 2.12085 1.93398
O 0.22056 -0.42363 0.86539
C -0.02511 -1.63414 0.22925
O 0.81897 -2.46394 0.10420
H -0.12429 2.78375 -0.00085
H -1.07219 -1.71883 -0.10754
*
```



# 3
Computed, not measured: a structure of composition C43H50F6GeN6O2S2Ti, with wB97M-V/def2-TZVPD.

Properties
Kohn-Sham gap: 4.777 eV
energy relative to the best compared isomer or geometry (same formula, charge and spin): 24.8 kcal per mole
lowest unoccupied orbital energy: 3.923 eV

```
! wB97M-V def2-TZVPD RIJCOSX def2/J DEFGRID3
* xyz -2 1
Ti -0.06289 -0.08347 2.65692
C -2.56901 3.39727 3.92428
C -1.82990 2.78190 2.76527
O -1.18551 1.75653 2.89193
N -1.87053 3.47389 1.60048
C -1.46927 2.85458 0.35044
C -2.63101 2.18915 -0.34844
C -2.78844 2.26859 -1.72519
C -3.82351 1.56080 -2.31492
C -4.66910 0.81954 -1.50833
C -4.45543 0.83756 -0.13580
N -3.46775 1.51404 0.43632
H -2.60325 2.68424 4.74169
H -3.58339 3.67069 3.63033
H -2.03841 4.29094 4.25654
H -2.54174 4.22187 1.55029
H -0.72257 2.09555 0.59006
H -0.99082 3.58736 -0.29992
H -2.08445 2.83455 -2.32320
H -3.95328 1.57563 -3.39028
H -5.47517 0.23121 -1.92613
H -5.09350 0.27340 0.53556
S -0.01665 -3.51057 -0.66438
C 0.21862 -2.52585 -2.07102
N 0.66508 -3.16668 -3.26407
C 1.23312 -2.31688 -4.27938
C 0.30515 -1.15007 -4.50228
N 0.19866 -0.35397 -3.29765
C -0.81233 0.66899 -3.49341
C -0.40567 1.67348 -4.54144
C 0.71158 2.47955 -4.32807
C 1.10010 3.41687 -5.27170
C 0.37810 3.56478 -6.45151
C -0.73061 2.76374 -6.67757
C -1.11440 1.82350 -5.72747
C -0.00496 -1.17290 -2.09381
S -0.55206 -0.30129 -0.65722
C 1.18703 -4.51394 -3.25030
C 2.68781 -4.61686 -3.07951
C 3.49401 -5.15275 -4.07737
C 4.87178 -5.24545 -3.91476
C 5.45961 -4.79523 -2.74226
C 4.66137 -4.25801 -1.73784
C 3.28792 -4.16921 -1.90189
H 1.32254 -2.89210 -5.20812
H 2.23888 -1.95745 -4.01842
H -0.68394 -1.54967 -4.79871
H 0.66957 -0.51898 -5.31880
H -0.94217 1.18149 -2.54099
H -1.79302 0.23079 -3.76528
H 1.27900 2.34618 -3.41606
H 1.97103 4.03480 -5.08778
H 0.68321 4.29605 -7.19067
H -1.29451 2.86353 -7.59783
H -1.97554 1.18891 -5.90739
H 0.90950 -4.99574 -4.19802
H 0.69173 -5.03469 -2.42960
H 3.03369 -5.49770 -4.99845
H 5.48466 -5.66276 -4.70609
H 6.53364 -4.85821 -2.61091
H 5.11194 -3.90414 -0.81813
H 2.65033 -3.76788 -1.11970
N 1.90771 -2.27281 4.11376
C 1.14938 -1.57095 3.59023
C 3.73858 0.93187 1.35306
Ge 2.28473 0.74544 0.04900
C 1.82789 2.59979 -0.47797
C 3.18832 -0.01696 -1.52082
C 0.71947 -0.26675 0.64231
H 4.57482 1.44712 0.87161
H 4.07759 -0.04795 1.69580
H 3.40502 1.50084 2.21167
H 2.54569 2.93244 -1.23228
H 1.89088 3.27660 0.37764
H 0.82516 2.65389 -0.90423
H 4.02981 0.63219 -1.78503
H 2.50889 -0.08325 -2.36554
H 3.57598 -1.01140 -1.29852
H 1.04962 -1.31268 0.78059
C 3.11182 1.06601 5.06042
C 1.78348 1.74298 4.68145
O 1.25437 1.27459 3.53423
C 0.81338 1.55296 5.88218
F 1.33805 1.95494 7.06643
F 0.49181 0.26655 6.02504
F -0.34316 2.23596 5.74271
C 2.02304 3.26969 4.50010
F 0.91319 3.93888 4.13751
F 2.49009 3.88474 5.61442
F 2.93195 3.50228 3.54018
H 2.94149 -0.00997 5.03070
H 3.46964 1.36431 6.04622
H 3.85984 1.31555 4.31377
C -3.08095 -2.65048 0.90541
C -3.59037 -2.20515 2.24227
C -4.84350 -2.61552 2.68341
C -5.32673 -2.28111 3.94136
C -4.51997 -1.53165 4.78631
C -3.26378 -1.09926 4.38390
C -2.37762 -0.34358 5.33126
C -2.78571 -1.40449 3.08794
N -1.55747 -0.94506 2.69820
H -2.49351 -3.56727 0.99593
H -2.40415 -1.92341 0.46424
H -3.90821 -2.84551 0.21698
H -5.44882 -3.22312 2.01649
H -6.30903 -2.60930 4.26221
H -4.86484 -1.27786 5.78454
H -2.92491 -0.04483 6.22815
H -1.96008 0.54749 4.85853
H -1.52380 -0.95631 5.63417
*
```



# 4
Computed, not measured: the molecule C18H16N2O6 at a distorted geometry, with wB97M-V/def2-TZVPD.

Properties
Kohn-Sham gap: 7.628 eV
SMILES: CCCCc1cc2c(O)cc(C(=O)O)nc2c2c(O)cc(C(=O)O)nc12
energy relative to the best compared isomer or geometry (same formula, charge and spin): 77.1 kcal per mole
lowest unoccupied orbital energy: -0.877 eV

```
! wB97M-V def2-TZVPD RIJCOSX def2/J DEFGRID3
* xyz 0 1
C 0.16777 3.67849 -3.07204
C 1.01313 2.34155 -2.95724
C 1.67497 2.32080 -1.44579
C 2.29556 1.14206 -0.94513
C 1.32554 0.01853 -0.48894
C 0.61977 -0.78477 -1.41362
C -0.44177 -1.57387 -0.95008
C -1.23884 -2.43540 -1.77743
O -0.96844 -2.76535 -3.06396
C -2.32484 -3.05716 -1.10490
C -2.66839 -2.89926 0.27548
C -3.80665 -3.66357 0.85889
O -4.15971 -3.23140 1.90818
O -4.47720 -4.63413 0.18295
N -1.86715 -2.13667 0.97647
C -0.76295 -1.59274 0.44698
C 0.02238 -0.85473 1.37755
C -0.18566 -0.85396 2.72196
O -1.19606 -1.45432 3.43596
C 0.63173 -0.11099 3.57861
C 1.47615 0.85785 2.95111
C 2.14741 1.92311 3.80573
O 1.87292 1.93659 4.98654
O 2.99499 2.83769 3.34461
N 1.71520 0.79357 1.63800
C 1.04829 -0.06390 0.84511
H -0.06652 3.66088 -4.20638
H -0.80168 3.73016 -2.50704
H 0.71996 4.62298 -2.90813
H 0.41009 1.54618 -3.17963
H 1.77722 2.41227 -3.69347
H 0.87815 2.60000 -0.69585
H 2.44961 3.14775 -1.42472
H 3.07229 1.28407 -0.24374
H 2.86721 0.79258 -1.80074
H 0.81360 -0.59761 -2.52394
H -0.29900 -2.14182 -3.41590
H -2.90972 -3.78922 -1.59536
H -5.34568 -4.69595 0.67363
H -1.84298 -1.90467 2.82557
H 0.37882 0.02828 4.61882
H 2.99049 3.56610 3.96186
*
```



| no. | calculated total energy (a.u.) |
| --- | --- |
| 1 | -310.7234 |
| 2 | -396.5263 |
| 3 | -6469.7007 |
| 4 | -1256.4671 |